[1]
Density functional theory data (ωB97M-V/def2-TZVPD) for C55H45KN9O2Si as an isolated structure at a distorted geometry.

As for the LUMO energy: 0.7 eV. The energy above the lowest of the compared OMol25 structures with the same formula, charge and spin is 77.5 kcal per mole. Its total charge is -1. The value obtained for the largest force on an atom is 3.839 eV/A. The HOMO energy comes out at -1.81 eV. Its electronic energy is -99474.0880 eV.

Element x y z (Å)
K 1.49541 -0.34073 -1.50309
N -0.51823 -3.70567 -0.71693
C 0.27491 -3.37509 0.41095
C 0.69358 -4.42264 1.29494
C 1.09574 -4.05340 2.53051
C 1.25347 -2.69447 2.86262
C 0.98349 -1.74757 1.89588
N 0.54633 -2.10177 0.66939
C -1.56445 -2.95983 -1.32970
C -2.83240 -3.60041 -1.50615
C -3.90197 -2.84494 -1.99289
C -3.68405 -1.52551 -2.33745
C -2.41022 -1.03758 -2.21416
N -1.38216 -1.64552 -1.59610
H -0.58335 -4.68746 -0.85339
H 0.54281 -5.47437 1.00120
H 1.48956 -4.75364 3.25722
H 1.69457 -2.44718 3.83181
H 1.10940 -0.65348 2.19560
H -3.05041 -4.63988 -1.09492
H -4.90527 -3.22573 -1.86312
H -4.57469 -0.97455 -2.63305
H -2.15191 -0.04296 -2.60583
O 2.74294 2.68268 1.90856
C 2.38434 2.21227 0.80447
O 2.10035 1.01971 0.51160
C 1.92158 3.28114 -0.18143
C 1.93060 4.66404 0.14248
C 1.41003 5.60304 -0.77358
C 0.94123 5.14789 -1.96859
C 1.04069 3.76050 -2.22635
N 1.36646 2.88331 -1.32760
H 2.29455 4.95572 1.13521
H 1.43572 6.61787 -0.47021
H 0.64831 5.83235 -2.75251
H 0.81603 3.32688 -3.19721
N 4.23033 0.46440 2.50238
C 5.18709 -0.49317 2.43141
C 6.18098 -0.69249 3.41758
C 7.00636 -1.80870 3.35561
C 7.01907 -2.67243 2.21615
C 6.08497 -2.42642 1.18238
C 6.19156 -3.14198 -0.05915
C 5.26394 -2.86025 -1.03278
C 4.30664 -1.86778 -0.82680
N 4.25202 -1.12174 0.25566
C 5.19545 -1.27886 1.22476
H 4.23781 1.19636 3.20277
H 3.53562 0.59389 1.80360
H 6.21630 0.04085 4.22599
H 7.63276 -2.08944 4.20297
H 7.79857 -3.42663 2.03069
H 7.01833 -3.81732 -0.22223
H 5.29066 -3.35212 -1.97980
H 3.59916 -1.66594 -1.65149
C -5.00654 -1.53119 5.12128
C -5.37514 -0.32221 4.65277
C -4.44715 0.64165 4.28667
C -3.08766 0.33067 4.22546
C -2.69898 -0.84024 4.83879
C -3.64645 -1.78228 5.31391
Si -1.77186 1.51561 3.46551
C -2.82975 3.05461 3.03133
C -2.57661 4.33302 3.56992
C -3.16079 5.49003 3.09052
C -3.98168 5.38790 1.96974
C -4.16861 4.15762 1.35348
C -3.62469 3.00901 1.87907
C -0.52212 1.93494 4.88753
C -1.19820 1.90860 6.08871
C -0.44565 1.94490 7.29881
C 0.94906 2.08772 7.16194
C 1.59012 2.25713 5.95167
C 0.83323 2.17492 4.76160
H -5.73591 -2.34506 5.32462
H -6.40878 -0.12167 4.37428
H -4.85817 1.55517 3.83711
H -1.61744 -1.03895 5.00897
H -3.34239 -2.74437 5.73460
H -1.90026 4.36670 4.38578
H -2.86762 6.44520 3.57837
H -4.49277 6.29262 1.60001
H -4.84921 4.07234 0.53887
H -3.88028 2.06082 1.32426
H -2.26024 1.63182 6.18776
H -0.84377 1.74122 8.28252
H 1.52741 2.09743 8.01719
H 2.68937 2.41540 5.90582
H 1.31034 2.43062 3.83242
N -1.26821 0.10510 -6.90021
C -2.31148 -0.07705 -7.85062
C -3.48103 0.53264 -8.13022
C -4.38933 -0.16249 -8.99432
C -4.10522 -1.45320 -9.50638
C -2.86470 -2.03394 -9.31816
C -2.04054 -1.41999 -8.34003
N -1.09060 -2.00520 -7.58446
C -0.58347 -1.08740 -6.79432
C 0.55584 -1.20026 -5.97547
C 0.70111 -2.38184 -5.29268
C 1.59966 -2.39206 -4.22005
N 2.49615 -1.43872 -3.91136
C 2.47013 -0.36427 -4.78263
C 1.43874 -0.18124 -5.66870
H -1.14955 0.88428 -6.27191
H -3.87027 1.35832 -7.59178
H -5.30196 0.29111 -9.28340
H -4.85171 -1.90298 -10.12577
H -2.59024 -2.93377 -9.83016
H 0.08210 -3.22175 -5.54415
H 1.54712 -3.24216 -3.61014
H 3.31687 0.34000 -4.70854
H 1.48919 0.76195 -6.23365


[2]
Density functional theory data (ωB97M-V/def2-TZVPD) for C18H21N3O4S2 as an isolated structure at a distorted geometry.

As for the LUMO energy: -0.4 eV. The energy above the lowest of the compared OMol25 structures with the same formula, charge and spin is 471.8 kcal per mole. The value obtained for the largest force on an atom is 16.577 eV/A. The HOMO energy comes out at -7.73 eV. Its electronic energy is -53319.0556 eV.

Element x y z (Å)
C 2.80347 -0.75864 3.40063
C 2.80851 -1.35194 2.25123
C 1.93629 -2.57155 1.95626
N 1.07642 -2.41412 0.97982
C 0.06716 -1.64723 1.23941
N -0.93010 -1.52043 0.27878
C -0.75348 -2.01044 -0.91464
C -1.40953 -1.63184 -2.16286
C -1.15801 -2.11077 -3.42672
C -0.10909 -2.76412 -3.64482
C 0.75852 -3.24536 -2.82871
C 0.64413 -2.77990 -1.44031
C 1.57184 -2.86637 -0.14236
O 2.44335 -3.61777 -0.47864
H 1.79858 -3.66134 -2.85418
H -0.01205 -3.24223 -4.60418
H -1.99721 -1.77888 -4.05132
H -2.47721 -1.10695 -1.81122
S -0.47703 -1.11114 2.57043
C -2.06149 -0.25602 2.29779
H -2.11938 0.31219 3.23778
C -1.90205 0.62558 1.14117
O -2.70196 0.80913 0.21211
N -0.84391 1.49189 1.17446
C 0.43308 1.76771 2.07364
H 0.46237 2.89123 2.32859
H -0.22275 1.52345 3.37853
H 1.14048 1.17538 1.95934
C -0.50721 2.36336 0.08433
C -1.56637 3.52856 -0.22815
H -1.47379 4.29527 0.33805
H -2.34307 3.07465 -0.38952
S -0.93748 4.15296 -1.91193
O -1.95143 4.49742 -2.62651
O 0.08030 5.16674 -1.54318
C -0.09537 2.58527 -2.60612
C -0.14020 1.70708 -1.34323
H -1.48143 1.03034 -1.43627
H 0.49291 0.86881 -1.23738
H -0.49363 2.14607 -3.43629
H 0.85134 2.95427 -2.42512
H 0.32883 2.75393 0.20901
H -2.75597 -0.93792 2.10071
H 1.38561 -2.90076 3.14503
H 2.67615 -3.65670 1.79619
H 3.43301 -1.07603 1.44357
H 3.50127 0.16522 3.58914
H 2.22756 -0.86804 4.35766


[3]
Density functional theory data (ωB97M-V/def2-TZVPD) for a 9-piece molecular cluster, C9H36N4O9 overall at a distorted geometry.

As for the LUMO energy: 0.2 eV. The energy above the lowest of the compared OMol25 structures with the same formula, charge and spin is 5.6 kcal per mole. As for the SMILES: NC(N)=O.NC(N)=O.CO.CO.CO.CO.CO.CO.CO. The value obtained for the largest force on an atom is 1.935 eV/A. The HOMO energy comes out at -9.64 eV. Its electronic energy is -34303.7122 eV.

Element x y z (Å)
N 0.19865 -1.42601 0.52020
C 0.75692 -0.19604 0.27847
N 1.80347 0.04272 1.10029
O 0.38944 0.57172 -0.61848
H -0.27678 -1.84109 -0.26481
H 0.58214 -2.02667 1.22107
H 2.29811 0.92072 1.17169
H 1.91498 -0.57719 1.88456
N 0.42555 -0.42878 -3.92022
C -0.10489 -1.02663 -5.02389
N 0.39477 -0.50485 -6.20501
O -1.06984 -1.78042 -5.01070
H 1.00709 0.38592 -3.92022
H 0.17427 -0.83159 -3.03344
H 1.15143 0.14813 -6.20856
H 0.19370 -1.02800 -7.03828
C -0.38534 -5.39154 -0.40594
O -0.32239 -4.20922 -1.17964
H -0.67318 -6.28413 -0.97379
H 0.63838 -5.57724 -0.07705
H -1.08271 -5.34131 0.43504
H -1.22293 -3.82347 -1.18772
C 2.25266 -0.99131 4.73677
O 1.71551 -1.67833 3.64361
H 1.63833 -1.04430 5.64263
H 3.23540 -1.33797 5.08184
H 2.37265 0.06852 4.51433
H 1.42398 -2.56514 3.86357
C -2.48655 -1.64160 -1.92377
O -2.62906 -2.85348 -1.18560
H -1.86492 -1.72058 -2.81230
H -3.48627 -1.34377 -2.25213
H -2.10697 -0.85292 -1.26749
H -3.17726 -2.72692 -0.40960
C 1.22677 3.46922 -1.95985
O 0.45462 2.55658 -2.69996
H 2.01644 3.02672 -1.34517
H 1.63604 4.21633 -2.63729
H 0.57333 3.97995 -1.23746
H 0.24767 1.76727 -2.18206
C -2.12203 2.71503 0.27889
O -3.52900 2.85267 0.47414
H -1.88710 1.68848 0.57366
H -1.81838 2.77391 -0.77269
H -1.42509 3.39590 0.76255
H -3.91825 2.20743 -0.12114
C -1.06334 0.86251 3.29662
O -1.19326 0.66645 4.70246
H -0.49168 1.76920 3.11771
H -0.65367 0.00880 2.75055
H -2.08559 1.00465 2.92596
H -1.88041 0.01455 4.85390
C 1.69074 3.33836 1.64169
O 2.96498 2.70737 1.67131
H 0.94573 2.69133 1.17911
H 1.29424 3.45762 2.66049
H 1.70063 4.35206 1.24304
H 3.63825 3.39039 1.64813


[4]
Density functional theory data (ωB97M-V/def2-TZVPD) for the molecule C3H4N2O at a distorted geometry.

As for the LUMO energy: 0.6 eV. The energy above the lowest of the compared OMol25 structures with the same formula, charge and spin is 79.8 kcal per mole. As for the SMILES: Oc1ncc[nH]1. The value obtained for the largest force on an atom is 3.511 eV/A. The HOMO energy comes out at -8.64 eV. Its electronic energy is -8200.4235 eV.

Element x y z (Å)
O 2.11033 -0.03338 0.01608
C 0.78128 -0.13623 -0.06095
N 0.05134 -1.23007 0.02462
C -1.24028 -0.78939 0.00043
C -1.38873 0.59966 -0.14963
N 0.04978 0.95582 -0.21909
H 2.46186 -0.92933 0.08463
H -2.03973 -1.52660 0.06326
H -1.02293 1.23812 0.75919
H 0.34396 1.87353 -0.51379


[5]
Density functional theory data (ωB97M-V/def2-TZVPD) for C7H14OPSY as an isolated structure at a distorted geometry.

As for the LUMO energy (spin up / spin down): -0.5 / -0.6 eV. The energy above the lowest of the compared OMol25 structures with the same formula, charge and spin is 31.9 kcal per mole. The value obtained for the largest force on an atom is 3.127 eV/A. The HOMO energy (spin up / spin down) comes out at -5.23 / -5.45 eV. Its electronic energy is -30692.7463 eV.

Element x y z (Å)
C 2.00600 -1.74114 -1.01718
C 3.36495 -1.36908 -0.81554
C 3.78406 -1.86533 0.45866
C 2.66687 -2.48642 1.09652
C 1.51520 -2.33662 0.21715
Y -1.59117 -0.83920 -0.32024
P -2.42236 -0.82020 -2.77889
H 1.48018 -1.63342 -1.96044
H 3.99624 -0.79610 -1.52697
H 4.79002 -1.78815 0.88333
H 0.44661 -2.63653 0.37148
H 2.65611 -2.93935 2.08055
H -3.13132 -2.03903 -3.14259
H -1.48194 -0.70905 -3.89158
H -3.43615 0.17257 -3.14792
C -2.80039 2.43579 0.99503
S -1.08864 2.53202 0.37402
C -0.24706 2.60017 1.98061
O -0.89870 1.03355 -0.02431
H -3.15001 3.47070 1.11481
H -2.80849 1.90385 1.95724
H -3.41921 1.90802 0.25440
H -0.68229 1.91611 2.71733
H 0.81244 2.37729 1.82235
H -0.36094 3.64956 2.30217


[6]
Density functional theory data (ωB97M-V/def2-TZVPD) for a 8-piece molecular cluster, C16H48O16 overall at a distorted geometry.

As for the LUMO energy: 0.1 eV. The energy above the lowest of the compared OMol25 structures with the same formula, charge and spin is 91.2 kcal per mole. As for the SMILES: OCCO.OCCO.OCCO.OCCO.OCCO.OCCO.OCCO.OCCO. The value obtained for the largest force on an atom is 4.252 eV/A. The HOMO energy comes out at -9.44 eV. Its electronic energy is -50123.3109 eV.

Element x y z (Å)
O -23.74818 -20.22239 -8.63083
C -25.11295 -20.43031 -8.89555
C -25.90466 -19.24583 -8.25512
O -27.20524 -19.16442 -8.66451
H -23.29619 -20.72699 -9.30774
H -25.31524 -20.24099 -9.97628
H -25.39275 -21.44327 -8.61658
H -25.47304 -18.36322 -8.54080
H -25.89662 -19.28266 -7.19069
H -27.81747 -19.28058 -7.90426
O -28.09040 -21.49818 -0.86051
C -26.93823 -20.84696 -0.29423
C -27.06716 -20.72789 1.20317
O -25.85856 -20.41705 1.76025
H -27.95398 -21.48890 -1.81508
H -26.06803 -21.47831 -0.57222
H -26.71353 -19.94597 -0.89836
H -27.36653 -21.62579 1.67855
H -27.76008 -19.98028 1.45989
H -25.62327 -19.56389 1.55220
O -28.80160 -15.92666 -1.52905
C -28.89952 -17.32828 -1.33934
C -29.22851 -17.49182 0.20403
O -28.01264 -17.65007 0.89656
H -29.30893 -15.65849 -2.35061
H -29.69248 -17.73870 -1.90609
H -28.04931 -17.84850 -1.83383
H -29.99724 -18.24422 0.33323
H -29.76453 -16.62089 0.61570
H -28.10271 -17.73035 1.83938
O -27.52211 -11.26728 -4.81266
C -27.93840 -12.53882 -4.32504
C -27.68751 -13.45556 -5.50471
O -27.89881 -14.74932 -5.08870
H -26.54489 -11.30555 -4.88043
H -27.35677 -12.79072 -3.37002
H -28.99003 -12.44129 -4.06910
H -26.63009 -13.18382 -5.81393
H -28.37940 -13.19900 -6.23459
H -27.15933 -15.00983 -4.50065
O -30.26177 -15.50718 -6.67400
C -30.23192 -15.68896 -8.09156
C -28.94798 -15.15735 -8.69051
O -27.97253 -16.15491 -8.28173
H -29.34564 -15.58454 -6.44015
H -30.34787 -16.74248 -8.28358
H -31.09194 -15.14487 -8.46473
H -28.53755 -14.20131 -8.33468
H -29.11481 -15.29552 -9.79455
H -27.88796 -16.83840 -8.87146
O -24.01401 -18.30252 -5.79622
C -24.36357 -17.69067 -4.56180
C -25.12982 -16.45476 -4.83447
O -25.83283 -16.04533 -3.69665
H -23.42014 -17.75106 -6.26869
H -24.96575 -18.42519 -4.03736
H -23.48730 -17.41647 -4.04127
H -25.78799 -16.49861 -5.71406
H -24.49856 -15.57753 -5.03647
H -24.98717 -15.89612 -3.17681
O -24.00366 -22.72474 -7.19208
C -24.57464 -22.67731 -5.86130
C -25.54298 -21.57465 -5.47328
O -25.88126 -21.72003 -4.06467
H -23.60641 -21.89073 -7.54088
H -25.02299 -23.66573 -5.83789
H -23.85552 -22.73418 -5.09276
H -26.42491 -21.64092 -6.17496
H -24.98766 -20.65271 -5.59979
H -25.17344 -21.54180 -3.41980
O -28.14120 -20.36174 -3.35237
C -28.79042 -19.56958 -4.36312
C -27.81169 -18.47055 -4.88079
O -28.17229 -18.05721 -6.22350
H -27.44505 -20.86699 -3.72680
H -28.95963 -20.28144 -5.21693
H -29.78850 -19.29861 -3.97328
H -26.75844 -18.73365 -4.74518
H -27.82667 -17.65413 -4.18065
H -27.98739 -17.11708 -6.38646


Repeat the second record exactly.
Density functional theory data (ωB97M-V/def2-TZVPD) for C18H21N3O4S2 as an isolated structure at a distorted geometry.

As for the LUMO energy: -0.4 eV. The energy above the lowest of the compared OMol25 structures with the same formula, charge and spin is 471.8 kcal per mole. The value obtained for the largest force on an atom is 16.577 eV/A. The HOMO energy comes out at -7.73 eV. Its electronic energy is -53319.0556 eV.

Element x y z (Å)
C 2.80347 -0.75864 3.40063
C 2.80851 -1.35194 2.25123
C 1.93629 -2.57155 1.95626
N 1.07642 -2.41412 0.97982
C 0.06716 -1.64723 1.23941
N -0.93010 -1.52043 0.27878
C -0.75348 -2.01044 -0.91464
C -1.40953 -1.63184 -2.16286
C -1.15801 -2.11077 -3.42672
C -0.10909 -2.76412 -3.64482
C 0.75852 -3.24536 -2.82871
C 0.64413 -2.77990 -1.44031
C 1.57184 -2.86637 -0.14236
O 2.44335 -3.61777 -0.47864
H 1.79858 -3.66134 -2.85418
H -0.01205 -3.24223 -4.60418
H -1.99721 -1.77888 -4.05132
H -2.47721 -1.10695 -1.81122
S -0.47703 -1.11114 2.57043
C -2.06149 -0.25602 2.29779
H -2.11938 0.31219 3.23778
C -1.90205 0.62558 1.14117
O -2.70196 0.80913 0.21211
N -0.84391 1.49189 1.17446
C 0.43308 1.76771 2.07364
H 0.46237 2.89123 2.32859
H -0.22275 1.52345 3.37853
H 1.14048 1.17538 1.95934
C -0.50721 2.36336 0.08433
C -1.56637 3.52856 -0.22815
H -1.47379 4.29527 0.33805
H -2.34307 3.07465 -0.38952
S -0.93748 4.15296 -1.91193
O -1.95143 4.49742 -2.62651
O 0.08030 5.16674 -1.54318
C -0.09537 2.58527 -2.60612
C -0.14020 1.70708 -1.34323
H -1.48143 1.03034 -1.43627
H 0.49291 0.86881 -1.23738
H -0.49363 2.14607 -3.43629
H 0.85134 2.95427 -2.42512
H 0.32883 2.75393 0.20901
H -2.75597 -0.93792 2.10071
H 1.38561 -2.90076 3.14503
H 2.67615 -3.65670 1.79619
H 3.43301 -1.07603 1.44357
H 3.50127 0.16522 3.58914
H 2.22756 -0.86804 4.35766


Q: What is the energy above the lowest of the compared OMol25 structures with the same formula, charge and spin in the fourth record?
A: 79.8 kcal per mole


Q: Which formula does entry 1 have?
A: C55H45KN9O2Si


Q: Number 5 is which compound?
A: C7H14OPSY